(1)
The following is a quantum chemistry calculation of a cluster of 2 separate species, C2H3NO2 in total at a distorted geometry, from OMol25.

Summary:
* SMILES: N=C=O.C=O
* maximum force: 2.4 eV Å⁻¹
* ΔE to the lowest compared entry with this formula, charge and spin: 139.4 kJ/mol
* energy: -283.20492 Ha
* E_LUMO: 0.82 eV

Last column: natural (NBO) charge in e.
Geometry (Å):
C: 1.7315 -0.0921 -0.0930  0.8812
C: -1.5088 -0.0131 -0.0815  0.2892
N: 2.5768 -0.1198 0.7819  -0.7805
O: 0.9496 -0.1747 -0.9604  -0.5304
O: -1.0332 -0.2478 0.9996  -0.5270
H: -2.3864 -0.7253 -0.5092  0.1018
H: 2.3949 0.2145 1.7449  0.4307
H: -1.1275 0.7778 -0.8955  0.1350

Atoms 1-2, force components in eV/Å:
-0.44 -0.41 0.49
-0.93 -1.01 -1.69

(2)
The following is a quantum chemistry calculation of a structure of composition C5H8LaLiO4 at a distorted geometry, from OMol25.

Summary:
* maximum force: 9.0 eV Å⁻¹
* total charge: +2
* energy: -534.56101 Ha
* E_LUMO: -10.24 eV

Last column: Mulliken charge in e.
Geometry (Å):
C: -1.7002 1.9170 -0.5615  -1.0695
C: -1.9027 0.4420 -0.7050  0.3286
O: -1.8504 -0.2612 0.4031  -0.6051
Li: -1.7564 -2.3259 0.3606  0.9142
H: -2.4544 2.4425 -1.1664  0.3500
H: -1.8231 2.2158 0.4917  0.3566
H: -0.6835 2.2068 -0.8564  0.3330
H: -0.1708 -0.6864 -1.5974  0.1757
O: 0.0696 -1.7549 0.3820  -0.7207
C: 1.7478 0.0697 2.0625  0.4091
C: 0.8754 -1.4016 -0.6385  0.0261
O: 2.3364 0.5209 3.0285  -0.4687
O: 2.5471 -0.1478 0.9542  -0.3189
C: 2.0189 -0.4543 -0.3236  -0.6211
La: -0.3213 -0.2803 1.8276  1.4824
H: 1.3726 -2.3516 -0.9140  0.4105
H: 1.7148 0.5098 -0.7669  0.3226
H: 2.8779 -0.9297 -0.8259  0.3542
H: -2.8977 0.2690 -1.1546  0.3411

Atoms 1-2, force components in eV/Å:
1.55 0.17 -0.46
-4.09 0.33 3.56

(3)
The following is a quantum chemistry calculation of a structure of composition C26H31AuN4OSe2Si, from OMol25.

Summary:
* maximum force: 0.4 eV Å⁻¹
* ΔE to the lowest compared entry with this formula, charge and spin: 0.0 kJ/mol
* energy: -6531.68178 Ha
* E_LUMO: -1.18 eV

Last column: natural (NBO) charge in e.
Geometry (Å):
Au: 0.9874 -1.1362 -0.2683  0.5397
N: -1.6146 -1.8470 0.7335  -0.4459
C: -2.3484 -1.5765 1.5875  0.4637
N: -3.1871 -1.2670 2.5550  -0.4856
C: -4.4964 -0.6868 2.2655  -0.1959
C: -5.5952 -1.6040 2.7838  -0.4111
C: -5.3818 -1.8941 4.2683  -0.3996
C: -4.0010 -2.5028 4.5104  -0.4105
C: -2.9035 -1.6073 3.9487  -0.1975
H: -4.5700 -0.5176 1.1927  0.2252
H: -4.5589 0.2883 2.7641  0.1859
H: -5.5670 -2.5402 2.2191  0.2073
H: -6.5699 -1.1444 2.6098  0.2167
H: -6.1587 -2.5637 4.6394  0.2184
H: -5.4709 -0.9607 4.8357  0.1950
H: -3.9409 -3.4838 4.0311  0.2076
H: -3.8280 -2.6502 5.5781  0.2182
H: -1.9295 -2.0907 3.9900  0.2292
H: -2.8437 -0.6785 4.5281  0.1870
C: 0.6726 -2.2209 -5.4450  -0.2247
C: 0.4738 -2.9873 -4.3047  -0.2192
C: 1.2925 -2.8110 -3.1960  -0.2426
C: 2.3326 -1.8774 -3.2063  -0.4022
C: 2.5296 -1.1311 -4.3733  -0.2348
C: 1.7056 -1.2926 -5.4793  -0.2259
Si: 3.4973 -1.6303 -1.7379  1.1150
C: 3.9387 0.2058 -1.6584  -0.4622
C: 5.2376 0.5472 -1.2737  -0.1962
C: 5.6442 1.8725 -1.1900  -0.2197
C: 4.7614 2.8921 -1.5168  -0.2366
C: 3.4707 2.5759 -1.9202  -0.1681
C: 3.0695 1.2490 -1.9763  -0.2223
H: 0.0307 -2.3510 -6.3076  0.2133
H: -0.3238 -3.7195 -4.2752  0.2145
H: 1.1293 -3.4088 -2.3062  0.2370
H: 3.3315 -0.4015 -4.4127  0.2198
H: 1.8719 -0.6992 -6.3700  0.2140
H: 4.8197 -2.1764 -2.1686  -0.1898
H: 5.9424 -0.2402 -1.0286  0.2162
H: 6.6555 2.1089 -0.8823  0.2116
H: 5.0793 3.9260 -1.4652  0.2102
H: 2.7753 3.3637 -2.1844  0.1996
H: 2.0541 1.0268 -2.2853  0.1974
C: 3.6512 2.5361 2.5748  -0.6344
C: 2.9990 1.5876 1.5903  -0.0721
O: 1.7562 1.0731 2.0704  -0.7266
H: 4.6264 2.8536 2.2012  0.2166
H: 3.7896 2.0527 3.5425  0.2106
H: 3.0429 3.4333 2.7204  0.1911
H: 3.6220 0.7087 1.4254  0.1961
H: 2.8590 2.0726 0.6207  0.1675
H: 1.1773 1.8108 2.2822  0.4526
Se: 2.8298 -2.5941 0.2108  -0.6282
Se: -0.6347 0.0643 -2.9630  1.0850
N: -0.3635 0.2044 -1.2047  -0.7624
C: -1.2979 0.9909 -0.7054  0.2089
C: -1.4262 1.3413 0.6779  -0.2259
C: -2.4250 2.1796 1.0343  -0.2081
C: -3.3528 2.7148 0.0676  -0.1981
C: -3.2661 2.4020 -1.2442  -0.1981
C: -2.2191 1.5198 -1.6747  0.0652
N: -2.0218 1.1443 -2.9262  -0.6053
H: -0.7335 0.9070 1.3862  0.2451
H: -2.5408 2.4616 2.0735  0.2177
H: -4.1320 3.3827 0.4109  0.2187
H: -3.9542 2.7953 -1.9796  0.2319

Atoms 1-2, force components in eV/Å:
0.03 0.17 0.00
-0.12 -0.07 0.04